Here is a cluster of 9 separate species, C42H126N18O12P6 in total in a non-equilibrium geometry from the OMol25 dataset. Energies are from ωB97M-V/def2-TZVPD.

Computed properties:
**Orbital gap**: 0.317 Ha
**Highest occupied orbital energy**: -0.3043 hartree
**E**: -5612.70310 hartree
**Lowest unoccupied orbital energy**: 0.35 eV

The geometry in XYZ format:
```
204
Properties=species:S:1:pos:R:3:forces:R:3
C -5.057 2.292 -5.601 0.5 0.4 -0.2
N -5.189 3.742 -5.558 -1.0 0.8 -1.9
C -5.769 4.326 -6.804 -1.0 0.8 0.4
P -4.566 4.899 -4.542 -0.9 -0.7 0.3
O -5.496 5.960 -4.169 -1.0 0.8 0.2
N -4.043 3.938 -3.331 0.8 -0.4 1.4
C -5.055 3.156 -2.565 1.1 1.9 -0.3
C -2.792 4.310 -2.665 0.2 0.7 1.1
N -3.263 5.574 -5.239 1.2 -1.4 -1.5
C -2.767 6.851 -4.816 0.2 1.0 1.0
C -2.330 4.612 -5.887 1.1 1.5 0.9
H -4.562 2.040 -6.552 0.4 -0.3 0.4
H -5.975 1.711 -5.610 -0.7 0.5 -0.1
H -4.557 1.940 -4.704 0.6 0.0 -0.3
H -6.778 3.949 -6.991 -0.1 -0.1 0.4
H -5.266 4.103 -7.745 0.8 -0.2 0.2
H -5.906 5.446 -6.748 0.5 -1.2 0.3
H -4.666 2.176 -2.551 -0.2 -1.4 0.3
H -5.195 3.541 -1.547 0.1 0.0 -0.2
H -5.971 3.281 -3.108 -0.7 -0.4 -0.1
H -2.829 5.263 -2.051 -0.4 -0.6 -0.7
H -2.488 3.585 -1.878 -0.1 -0.1 -0.9
H -1.992 4.475 -3.412 -0.4 -0.4 0.7
H -3.613 7.518 -4.517 0.6 -0.8 0.0
H -2.065 6.719 -3.946 -0.5 0.4 -0.7
H -2.255 7.408 -5.609 0.1 -0.4 -0.1
H -1.845 5.095 -6.758 -0.5 -0.5 0.2
H -2.827 3.685 -6.091 -0.4 -0.2 -0.6
H -1.495 4.321 -5.207 -0.3 0.3 -0.3
C -1.520 -1.068 3.982 -2.3 0.6 -0.9
N -0.253 -1.630 4.147 2.8 -1.5 0.4
C 0.330 -2.317 2.991 -0.5 -0.6 -0.8
P 0.808 -0.728 5.028 0.9 -0.1 -1.5
O 1.076 0.567 4.397 0.9 1.4 -0.8
N 0.112 -0.420 6.444 -0.7 0.2 1.2
C -0.439 0.905 6.650 -0.7 0.5 -0.2
C -0.441 -1.505 7.204 0.2 -0.2 0.9
N 2.223 -1.641 5.161 -0.9 0.1 0.1
C 2.078 -3.023 5.525 0.3 -1.1 0.4
C 3.333 -0.993 5.828 -0.1 -0.6 1.5
H -2.277 -1.870 3.829 0.2 0.6 0.2
H -1.601 -0.383 3.109 0.2 -0.4 0.3
H -1.767 -0.444 4.842 -0.3 -0.3 0.1
H 0.125 -3.406 3.017 -0.5 0.4 -0.1
H 1.420 -2.304 2.987 -0.1 0.6 0.0
H -0.061 -1.868 2.051 0.4 -0.5 0.5
H -0.112 1.398 7.558 0.4 -0.1 0.2
H -0.160 1.479 5.774 0.1 0.4 0.3
H -1.541 0.938 6.675 0.1 -0.5 0.0
H 0.000 -2.443 6.908 0.1 -0.3 -0.2
H -0.192 -1.375 8.261 -0.2 0.0 0.1
H -1.514 -1.624 7.091 -0.3 0.2 0.0
H 2.988 -3.621 5.296 -0.5 0.4 -0.2
H 1.892 -3.186 6.600 0.2 0.2 0.0
H 1.204 -3.424 5.027 0.1 -0.4 -0.2
H 4.286 -1.352 5.452 0.1 0.1 -0.4
H 3.341 -1.248 6.924 -0.1 0.2 -0.7
H 3.230 0.069 5.766 0.2 0.7 -0.3
C 6.863 -5.228 2.524 0.8 0.5 0.4
N 6.266 -3.904 2.432 0.3 0.5 -1.3
C 6.261 -3.055 3.602 0.8 0.1 0.3
P 5.991 -3.270 0.893 -1.2 -1.1 0.1
O 5.751 -4.329 -0.120 0.6 0.0 0.4
N 4.643 -2.333 0.951 -1.5 -0.6 -0.4
C 3.307 -2.957 0.741 1.2 0.0 -0.1
C 4.556 -1.065 1.578 0.6 1.4 0.3
N 7.161 -2.163 0.664 1.1 0.6 -0.4
C 8.499 -2.296 1.267 -0.5 -0.9 0.1
C 7.128 -1.274 -0.528 0.6 0.3 1.4
H 6.136 -5.802 3.077 0.3 -0.8 0.4
H 7.901 -5.235 2.980 -1.1 0.1 0.0
H 7.003 -5.645 1.531 -0.3 0.0 -0.1
H 7.288 -2.723 3.913 -0.6 -0.1 -0.3
H 5.873 -3.597 4.460 -0.2 -0.2 0.2
H 5.644 -2.164 3.454 0.1 -0.3 0.0
H 2.620 -2.241 0.305 -0.2 0.5 0.5
H 3.407 -3.683 -0.055 0.1 -0.6 0.2
H 2.936 -3.395 1.689 -0.1 0.2 -0.6
H 3.958 -1.082 2.504 0.1 0.1 -0.1
H 5.597 -0.739 1.815 -0.9 0.1 -0.1
H 4.083 -0.334 0.891 0.2 -0.1 0.4
H 8.698 -1.381 1.780 0.5 0.7 0.4
H 8.542 -3.119 2.013 -0.2 0.6 -0.6
H 9.297 -2.481 0.542 -0.2 0.0 -0.2
H 7.844 -0.436 -0.282 -0.8 -0.7 -0.6
H 6.118 -0.874 -0.700 0.4 -0.2 0.1
H 7.469 -1.840 -1.386 0.1 0.1 -0.4
C -5.696 5.833 2.871 -0.6 0.3 -1.0
N -4.457 5.454 2.190 -1.8 -0.2 -0.3
C -4.675 4.602 1.030 -0.5 0.0 0.0
P -3.081 5.519 3.059 1.4 -1.1 -0.3
O -3.287 6.233 4.320 -0.1 0.6 0.5
N -2.706 3.879 3.180 2.6 1.0 -0.6
C -3.694 2.995 3.601 -0.3 -1.8 1.7
C -1.439 3.526 3.825 1.3 1.9 0.2
N -1.809 6.143 2.172 -0.6 -0.3 -0.6
C -1.749 7.590 1.978 0.3 0.2 1.1
C -1.123 5.454 1.089 0.0 0.1 -0.4
H -5.522 6.168 3.882 0.2 0.3 0.0
H -6.424 5.014 2.902 0.3 -0.4 0.0
H -6.193 6.597 2.252 0.1 0.1 0.4
H -5.349 3.743 1.267 0.6 0.3 0.1
H -3.724 4.268 0.648 0.2 -0.4 -0.1
H -5.201 5.099 0.206 0.1 0.4 0.2
H -3.340 1.964 3.456 0.0 0.1 -0.1
H -3.879 3.080 4.693 -0.3 0.0 -0.3
H -4.591 3.078 3.061 -1.3 0.3 -0.5
H -0.641 4.297 3.598 -1.0 -0.7 0.3
H -1.536 3.486 4.920 -0.2 0.2 0.0
H -0.991 2.586 3.548 -0.3 -0.7 -0.6
H -2.309 8.010 1.127 -0.2 -0.5 0.1
H -2.105 8.032 2.925 0.3 0.2 -0.6
H -0.697 7.861 1.790 -0.3 0.0 0.3
H -0.048 5.469 1.295 0.0 0.1 -0.3
H -1.355 5.942 0.133 0.3 0.2 0.1
H -1.418 4.437 0.897 -0.2 -0.6 0.6
C -0.084 -2.322 -5.177 -0.5 -0.8 0.1
N 0.155 -0.905 -5.093 0.8 -0.2 0.1
C 0.143 -0.261 -6.390 -0.1 1.0 0.1
P 1.028 -0.490 -3.748 1.4 1.9 -1.9
O 0.539 -1.089 -2.523 -1.0 -1.2 1.6
N 2.611 -0.807 -3.990 0.5 -1.6 1.0
C 3.404 -1.292 -2.853 0.1 0.7 0.3
C 3.250 -0.859 -5.282 -0.4 1.5 -0.1
N 1.075 1.146 -3.777 -1.9 0.5 -1.0
C 2.203 2.029 -3.706 -0.3 1.1 0.2
C -0.198 1.864 -4.083 0.8 -1.0 0.9
H -1.135 -2.517 -5.368 -0.3 -0.2 0.3
H 0.257 -2.820 -4.264 -0.4 0.0 -0.2
H 0.417 -2.790 -6.018 0.5 0.1 -0.2
H -0.895 -0.090 -6.656 -0.2 0.3 -0.3
H 0.588 -0.845 -7.180 0.1 -0.8 -0.1
H 0.720 0.674 -6.458 -0.4 -0.1 0.6
H 3.749 -2.318 -2.954 0.1 -0.2 -0.3
H 4.279 -0.625 -2.762 -0.1 -0.3 0.2
H 2.830 -1.251 -1.907 0.2 0.1 -0.7
H 3.733 -1.804 -5.399 0.6 -0.6 -0.2
H 2.505 -0.747 -6.085 0.4 -0.1 0.3
H 3.976 -0.014 -5.371 -0.2 -0.7 -0.1
H 3.113 1.520 -3.428 0.1 -0.1 0.4
H 2.430 2.549 -4.658 -0.3 -0.3 0.1
H 1.915 2.839 -2.984 0.7 -0.6 -0.3
H -1.034 1.127 -4.188 0.6 0.9 0.2
H -0.023 2.397 -5.000 -0.3 0.4 -0.6
H -0.338 2.583 -3.269 -0.5 -0.1 -0.1
C 0.541 -4.518 -1.843 1.1 0.1 0.6
N 0.332 -5.811 -1.238 1.0 -0.9 0.5
C 1.567 -6.586 -0.833 -1.3 1.0 0.4
P -1.167 -6.456 -1.357 -1.4 0.8 0.6
O -2.141 -5.502 -1.901 -0.2 1.0 -0.3
N -1.020 -7.803 -2.226 0.4 -1.3 -0.9
C -0.305 -7.626 -3.477 -0.1 -0.4 0.4
C -2.117 -8.745 -2.340 0.5 -0.9 0.3
N -1.736 -6.971 0.102 1.3 -1.9 -0.3
C -2.398 -5.993 0.891 -0.4 1.4 0.0
C -1.047 -8.070 0.790 -0.6 0.2 0.7
H 1.368 -4.093 -1.293 0.2 0.6 0.2
H -0.319 -3.884 -1.745 -0.4 0.2 -0.1
H 0.880 -4.552 -2.874 -0.1 -0.2 -0.5
H 2.297 -6.477 -1.617 0.4 -0.3 -0.4
H 1.316 -7.631 -0.619 0.1 0.3 -0.4
H 2.031 -6.163 0.080 -0.4 0.0 -0.3
H 0.562 -7.052 -3.235 0.8 0.3 -0.3
H -0.002 -8.618 -3.824 -0.1 0.3 -0.4
H -0.908 -7.056 -4.187 0.0 -0.3 -0.3
H -2.896 -8.480 -1.639 -0.3 0.0 0.0
H -2.515 -8.807 -3.368 0.1 0.2 0.5
H -1.706 -9.737 -2.042 -0.6 0.3 -0.4
H -3.343 -5.703 0.397 0.5 0.1 0.2
H -2.660 -6.447 1.835 0.1 0.1 0.5
H -1.755 -5.070 1.008 -0.8 -0.7 0.3
H -0.358 -7.763 1.584 0.0 0.5 0.0
H -0.431 -8.630 0.090 -0.4 -0.3 -0.1
H -1.799 -8.698 1.317 0.4 0.0 -0.6
O 2.065 5.328 3.085 -0.1 -0.1 0.4
C 2.681 4.107 3.511 0.0 -0.3 0.1
C 2.273 3.091 2.414 0.6 0.7 -0.7
O 2.802 1.792 2.606 -1.2 0.4 0.6
H 2.410 6.053 3.612 -0.1 0.0 0.0
H 3.782 4.270 3.547 -0.6 -0.5 0.0
H 2.342 3.758 4.548 0.2 0.5 -1.3
H 2.703 3.368 1.451 0.1 0.7 0.1
H 1.168 3.195 2.227 0.7 -0.6 0.6
H 2.159 1.423 3.237 0.3 -0.9 0.3
O -2.966 -1.077 0.795 0.7 -1.8 0.0
C -3.300 0.200 1.157 -0.3 2.2 -0.7
C -4.111 0.757 -0.017 -1.3 -0.1 1.4
O -3.355 0.788 -1.190 0.3 -0.5 -1.0
H -2.039 -1.106 0.492 0.0 0.2 0.2
H -3.929 0.249 2.049 0.1 -0.3 0.1
H -2.432 0.875 1.298 -0.2 -0.4 0.1
H -4.410 1.793 0.130 -0.2 0.0 0.3
H -5.034 0.096 -0.054 0.9 0.8 -0.5
H -3.208 -0.124 -1.468 0.1 -0.1 0.0
O -0.225 -0.778 0.127 -0.5 -0.5 -0.2
C 0.586 0.362 0.420 -1.3 0.7 -1.0
C 0.220 1.556 -0.483 1.0 -0.4 -0.1
O -1.028 2.152 -0.285 -0.4 0.1 0.0
H -0.087 -1.109 -0.795 0.3 0.7 0.5
H 0.438 0.613 1.489 0.5 -0.3 -0.5
H 1.591 0.157 0.088 0.8 -0.2 0.7
H 0.352 1.212 -1.520 -0.2 0.0 0.2
H 1.006 2.308 -0.340 -0.2 0.1 0.2
H -1.693 1.634 -0.767 -0.1 0.0 0.2
```
Forces are in eV/Å.